Entry 1:
Formula: C4H3O3S2
Source: the OMol25 dataset
Level of theory: ωB97M-V/def2-TZVPD

Last column: Löwdin charge in e.
Atoms and positions in Å:
C: -1.87756 -0.17915 0.34353  -0.23
C: -1.43603 -1.50198 -0.08505  -0.51
C: -1.24402 0.95715 0.47812  -0.29
C: 0.75481 -0.25216 0.01169  -0.74
O: 2.45911 1.39653 -0.95411  -0.40
O: 3.08962 -0.24755 0.99700  -0.57
O: -0.99413 2.12888 0.48518  0.05
S: 0.20158 -1.77149 -0.33195  0.85
S: 2.37863 -0.24256 -0.34945  0.69
H: -2.85713 0.11270 0.58996  0.09
H: -2.09378 -2.32487 -0.31777  0.02
H: 1.61888 1.92448 -0.86714  0.04

Output
Total charge   -1
Kohn-Sham gap   6.196 eV
Energy relative to the best compared isomer or geometry (same formula, charge and spin)   1.679 eV

Entry 2:
Formula: C17H24ClF6N2O4PS
Source: the OMol25 dataset
Level of theory: ωB97M-V/def2-TZVPD

Last column: Löwdin charge in e.
Atoms and positions in Å:
C: 3.20219 -0.28573 0.16714  -0.06
C: 2.86291 -1.05803 -1.12980  -0.39
C: 1.34524 -1.37576 -1.16849  -0.06
C: 3.22004 -0.20298 -2.35040  -0.20
C: 4.72574 -0.17154 -2.64965  -0.19
C: 5.19326 1.19351 -3.21145  -0.78
Cl: 6.93135 1.03586 -3.61472  0.75
C: 5.09070 2.18528 -2.13653  -0.32
N: 5.03589 2.97543 -1.30563  0.22
C: 4.34287 1.58156 -4.46987  -0.46
C: 5.00648 1.32888 -5.74586  -0.33
N: 5.53004 1.07560 -6.73548  0.19
P: 3.81746 3.36504 -4.55138  0.35
S: 5.22669 4.68064 -4.54454  0.18
H: 3.34746 0.77616 -0.03221  0.07
H: 4.10311 -0.67347 0.64220  0.08
H: 2.40098 -0.36881 0.89785  0.07
H: 3.43457 -1.98486 -1.16559  0.13
H: 0.94756 -1.21837 -2.17387  0.07
H: 1.14278 -2.41802 -0.92949  0.07
H: 0.79343 -0.70715 -0.51355  0.06
H: 2.69847 -0.59177 -3.22785  0.11
H: 2.84062 0.81188 -2.19421  0.12
H: 5.01778 -0.92645 -3.37748  0.12
H: 5.29119 -0.31440 -1.72915  0.12
H: 3.43860 0.97011 -4.50992  0.11
H: 2.83624 3.47684 -3.55061  -0.01
H: 3.09707 3.38010 -5.75571  -0.01
C: -3.92749 -5.04125 0.15738  -0.06
C: -3.60502 -3.77621 -0.60634  -0.19
O: -3.14866 -2.73157 0.27945  0.04
C: -1.87668 -2.78735 0.63839  -0.40
O: -1.06492 -3.60021 0.30946  0.17
C: -1.54795 -1.58804 1.54781  -0.54
F: -2.49122 -1.40965 2.47816  0.16
F: -1.46828 -0.46693 0.81123  0.15
F: -0.38098 -1.76536 2.15792  0.17
H: -4.65261 -4.83592 0.94498  0.08
H: -4.34382 -5.78812 -0.51723  0.08
H: -3.03490 -5.45686 0.62338  0.08
H: -4.49618 -3.37370 -1.08202  0.13
H: -2.85882 -3.95024 -1.38022  0.13
C: -3.19135 1.28521 3.31914  -0.07
C: -3.45721 2.65283 3.90875  -0.19
O: -4.82298 2.77201 4.35877  0.03
C: -5.09057 2.25346 5.54745  -0.40
O: -4.32753 1.70378 6.28442  0.17
C: -6.57268 2.49677 5.89279  -0.55
F: -7.36529 2.21714 4.85207  0.17
F: -6.75453 3.78226 6.22528  0.17
F: -6.94179 1.73907 6.91984  0.17
H: -3.90204 1.07400 2.51990  0.09
H: -2.18282 1.24232 2.91420  0.08
H: -3.29490 0.50751 4.07303  0.08
H: -3.33922 3.42919 3.15616  0.13
H: -2.78027 2.87631 4.73211  0.13

Output
SMILES string   CC(C)CC[C@](Cl)(C#N)[C@H](C#N)[PH2]=S.CCOC(=O)C(F)(F)F.CCOC(=O)C(F)(F)F
Kohn-Sham gap   9.490 eV

Entry 3:
Formula: C31H42As2BrN4O6SScSe
Source: the OMol25 dataset
Level of theory: ωB97M-V/def2-TZVPD

Last column: Löwdin charge in e.
Atoms and positions in Å:
Sc: 0.83213 0.84207 0.45292  0.54
O: -1.65729 -1.33521 -2.61899  0.02
C: -2.78491 -1.54642 -1.90429  -0.27
C: -3.87058 -2.14433 -2.54099  -0.01
C: -5.05474 -2.35328 -1.85656  -0.09
C: -5.18058 -1.95855 -0.53020  -0.10
C: -4.09959 -1.35915 0.09610  -0.05
C: -2.89280 -1.15841 -0.56426  -0.12
C: -1.74578 -0.51175 0.18211  -0.41
O: -0.73144 -0.02184 -0.61527  -0.32
N: -1.16110 -1.53910 1.09342  0.04
N: -0.07600 -1.01335 1.74861  -0.07
C: 0.14696 -1.32240 2.96027  -0.17
C: 1.32213 -0.83234 3.67369  -0.59
Br: 2.80740 -0.40738 2.56971  0.90
C: 1.39798 -0.63339 4.98520  -0.08
C: 0.22411 -0.74088 5.87076  -0.22
C: 0.28232 -1.47519 7.05378  -0.04
C: -0.83000 -1.56533 7.87378  -0.08
C: -2.00359 -0.90607 7.53036  -0.09
C: -2.05760 -0.14804 6.36988  -0.07
C: -0.94818 -0.06077 5.54181  -0.03
H: -1.07513 -0.78226 -2.03141  0.05
H: -3.76041 -2.43356 -3.57809  0.12
H: -5.88938 -2.81906 -2.36460  0.10
H: -6.10948 -2.10773 0.00307  0.10
H: -4.19355 -1.01994 1.12385  0.12
H: -2.14970 0.29980 0.81094  0.13
H: -1.85869 -1.91273 1.73394  0.13
H: -0.54689 -1.94769 3.52325  0.15
H: 2.33815 -0.31865 5.42091  0.12
H: 1.19961 -1.98435 7.32354  0.11
H: -0.78117 -2.14586 8.78562  0.10
H: -2.86840 -0.97025 8.17762  0.10
H: -2.95948 0.39362 6.11642  0.11
H: -0.95718 0.57457 4.66337  0.11
C: 0.78815 -3.20541 -1.38499  -0.28
As: 2.02928 -1.83561 -0.77132  1.13
C: 3.36726 -3.01156 0.03709  -0.30
C: 2.96299 -1.38598 -2.43134  -0.41
C: 3.09362 -2.29073 -3.47950  -0.10
C: 3.74649 -1.92866 -4.64858  -0.08
C: 4.27711 -0.65342 -4.77787  -0.08
C: 4.15536 0.25697 -3.73806  -0.10
C: 3.50244 -0.09851 -2.56225  -0.41
As: 3.25936 1.15057 -1.08371  1.09
C: 4.86451 0.79825 -0.02912  -0.28
C: 3.73286 2.86178 -1.85940  -0.30
H: 1.31376 -4.10967 -1.69069  0.03
H: 0.18919 -2.82101 -2.20867  0.02
H: 0.11743 -3.43074 -0.55626  0.02
H: 3.65991 -3.79429 -0.66196  0.03
H: 2.93554 -3.45844 0.93248  0.02
H: 4.24513 -2.43669 0.32667  0.00
H: 2.67350 -3.28537 -3.39047  0.09
H: 3.83633 -2.63923 -5.45998  0.10
H: 4.78308 -0.36546 -5.69010  0.10
H: 4.56612 1.25240 -3.85178  0.09
H: 5.76679 0.97359 -0.61371  0.03
H: 4.85605 -0.23645 0.31267  -0.01
H: 4.84411 1.46113 0.83618  0.03
H: 4.77111 2.88074 -2.18894  0.03
H: 3.58069 3.60786 -1.07930  0.04
H: 3.05976 3.08126 -2.68557  0.01
C: -3.58720 2.12816 -1.27232  -0.04
N: -2.30858 2.80953 -1.14917  -0.17
C: -2.23502 3.69340 0.01059  -0.06
C: -1.24751 2.52527 -1.91347  -0.69
S: 0.34121 2.89183 -1.39763  0.74
N: -1.46705 1.93927 -3.11657  -0.20
C: -0.37343 1.30544 -3.83648  -0.09
C: -2.53214 2.38142 -4.00884  -0.04
H: -3.87898 1.78397 -0.27882  0.09
H: -3.50552 1.26315 -1.92436  0.09
H: -4.37248 2.79503 -1.63705  0.10
H: -3.05619 4.41133 -0.04933  0.10
H: -1.28700 4.21611 0.04329  0.04
H: -2.32148 3.11344 0.92978  0.08
H: 0.27950 0.78001 -3.14518  0.05
H: 0.22112 2.04155 -4.38583  0.09
H: -0.80521 0.58751 -4.53330  0.09
H: -3.19249 3.08815 -3.52243  0.08
H: -3.11535 1.52850 -4.36180  0.10
H: -2.08538 2.87995 -4.87412  0.10
O: -0.43055 1.71646 1.81425  -0.52
Se: 0.65122 2.87790 2.43317  0.79
O: 1.04306 2.45581 3.93300  -0.44
O: 1.88025 2.45210 1.35444  -0.63
O: 0.10013 4.36263 2.20637  -0.42

Output
Kohn-Sham gap   8.177 eV
Energy relative to the best compared isomer or geometry (same formula, charge and spin)   0.262 eV

Entry 4:
Formula: C19H23ClCoN2O6
Source: the OMol25 dataset
Level of theory: ωB97M-V/def2-TZVPD

Last column: Löwdin charge in e.
Atoms and positions in Å:
Co: -0.69010 0.71254 -0.13665  0.68
N: -0.00720 1.88716 -1.85654  0.00
C: 0.15357 3.33276 -1.62047  -0.23
C: 1.36996 3.63708 -0.75531  -0.19
C: 1.22776 3.16553 0.68494  -0.23
N: 1.12042 1.70149 0.76284  0.02
H: 0.81003 1.51757 -2.33160  0.11
H: -0.80372 1.73508 -2.46792  0.10
H: -0.75020 3.68589 -1.12057  0.12
H: 0.25023 3.87115 -2.56758  0.12
H: 1.52101 4.71712 -0.74698  0.12
H: 2.26173 3.18494 -1.20552  0.11
H: 0.31890 3.58836 1.11746  0.12
H: 2.07921 3.53129 1.26665  0.12
H: 1.07855 1.40857 1.73485  0.09
H: 1.94873 1.26693 0.36789  0.11
C: -2.84676 -1.45552 -4.46845  -0.03
C: -1.77880 -2.09318 -3.61634  -0.19
C: -1.17209 -3.25845 -4.07841  -0.07
C: -0.13592 -3.85951 -3.38761  -0.67
Cl: 0.59923 -5.29139 -4.03060  0.67
C: 0.32194 -3.31912 -2.19921  -0.09
C: -0.28330 -2.17448 -1.71683  0.01
C: -1.32441 -1.56199 -2.40669  -0.21
O: -1.79868 -0.37926 -1.85687  -0.13
C: -3.21074 -0.20740 -1.66910  -0.06
C: -3.47250 0.99393 -0.72577  -0.62
O: -4.63312 1.26718 -0.50214  0.06
O: -2.42516 1.60768 -0.30244  -0.10
H: -2.85153 -1.91564 -5.45456  0.08
H: -2.66568 -0.38791 -4.59662  0.09
H: -3.83660 -1.58701 -4.03082  0.09
H: -1.51266 -3.69602 -5.00773  0.11
H: 1.12042 -3.79485 -1.64757  0.11
H: 0.02180 -1.75928 -0.76352  0.10
H: -3.65625 -1.10372 -1.23498  0.15
H: -3.70969 0.03057 -2.60456  0.11
O: 0.16623 -1.32458 5.22380  0.08
C: -0.57077 -0.27234 4.81068  -0.26
C: -1.15321 0.58110 5.74861  -0.03
C: -1.93576 1.64968 5.35671  -0.09
C: -2.16274 1.87869 4.00917  -0.08
C: -1.58046 1.04097 3.07431  -0.03
C: -0.76139 -0.02905 3.43680  -0.06
C: -0.08505 -0.88958 2.37897  -0.56
O: 0.69733 -1.76499 2.68440  0.09
O: -0.35693 -0.60841 1.13360  -0.15
H: 0.15066 -1.36579 6.18488  0.11
H: -0.98081 0.38845 6.80274  0.11
H: -2.37434 2.29594 6.10607  0.10
H: -2.80105 2.69192 3.69002  0.10
H: -1.79753 1.20781 2.02972  0.08

Output
⟨S²⟩   0.807
Multiplicity   2
Kohn-Sham gap (spin up / spin down)   8.221 / 8.558 eV
Energy relative to the best compared isomer or geometry (same formula, charge and spin)   1.544 eV